ORCA calculation (the ωB97M-V functional and the def2-TZVPD basis) on a molecular structure, C25H25N3O2RhSTe.

Atoms and positions in Å:
Rh: -0.30903 0.52270 -0.30969
O: -5.25146 1.42615 4.34740
C: -5.40500 0.74148 3.32385
O: -6.39567 0.18221 2.82973
C: -4.14280 0.67298 2.43077
C: -4.16520 -0.03769 1.23342
C: -3.01761 -0.09533 0.46904
N: -1.91614 0.51797 0.89098
C: -1.85652 1.22202 2.01789
C: -2.97211 1.31976 2.82149
C: -0.50003 1.81767 2.25327
C: -0.19113 2.53967 3.38641
C: 1.09040 3.05797 3.53035
C: 2.02392 2.84113 2.53675
C: 1.65217 2.10417 1.42196
N: 0.42824 1.60105 1.29194
C: -2.82623 -0.78331 -0.85078
C: -3.81939 -1.52702 -1.45130
C: -3.56108 -2.14108 -2.67056
C: -2.31934 -1.99074 -3.25462
C: -1.36279 -1.22788 -2.60124
N: -1.61124 -0.64845 -1.43062
H: -5.09639 -0.51623 0.95650
H: -2.99698 1.87234 3.75272
H: -0.94723 2.69774 4.14231
H: 1.34995 3.62556 4.41420
H: 3.02858 3.23232 2.61047
H: 2.32758 1.89226 0.60286
H: -4.78143 -1.62306 -0.96873
H: -4.32788 -2.73191 -3.15384
H: -2.08214 -2.45135 -4.20286
H: -0.36817 -1.06366 -2.99633
C: 4.79051 0.03142 -1.94606
C: 3.58137 0.12033 -2.88584
C: 3.74717 1.32474 -3.82046
C: 3.49447 -1.16478 -3.71854
C: 2.34532 0.28165 -2.09192
C: 1.32914 0.39930 -1.43987
H: 5.70985 -0.10035 -2.52173
H: 4.68470 -0.81177 -1.26186
H: 4.88292 0.94323 -1.35351
H: 4.65611 1.21713 -4.41788
H: 3.81662 2.25008 -3.24716
H: 2.89511 1.40752 -4.49621
H: 4.40735 -1.30100 -4.30337
H: 2.64861 -1.11858 -4.40669
H: 3.36407 -2.03396 -3.07184
C: -0.35844 -1.81466 3.22766
Te: -0.11962 -2.23980 1.15723
C: 1.56118 -3.49445 1.46854
H: 0.62058 -1.59103 3.64499
H: -0.80098 -2.67296 3.72439
H: -1.01662 -0.95567 3.34136
H: 1.22297 -4.42510 1.91421
H: 2.26110 -2.98231 2.12351
H: 2.03194 -3.68753 0.50778
S: -0.47778 3.18634 -2.28244
C: -0.95549 2.18279 -1.21806

Calculated values
Multiplicity ... 2
Net charge ... 0
Lowest unoccupied orbital energy (alpha / beta) ... -1.18 / -1.09 eV
E_HOMO (alpha / beta) ... -7.08 / -8.01 eV
Orbital gap (alpha / beta) ... 5.91 / 6.93 eV
⟨S²⟩ ... 0.7678
Relative energy (zero: lowest compared OMol25 entry of this formula, charge and spin) ... 0.147 eV
E ... -56029.957 eV

Okay, here come the natural (NBO) numbers, in e, for every atom: 0.61 -0.72 0.73 -0.72 -0.02 -0.19 0.13 -0.46 0.23 -0.21 0.17 -0.21 -0.14 -0.24 0.09 -0.40 0.27 -0.23 -0.14 -0.23 0.07 -0.43 0.26 0.26 0.24 0.23 0.23 0.24 0.24 0.23 0.23 0.24 -0.58 -0.16 -0.59 -0.58 -0.06 -0.37 0.20 0.21 0.21 0.20 0.21 0.21 0.20 0.21 0.21 -0.87 0.53 -0.87 0.22 0.23 0.23 0.23 0.23 0.24 0.19 -0.25